# 1
Density functional theory data (wB97M-V/def2-TZVPD) for a cluster of 14 separate species, C28H84O14 in total in a non-equilibrium geometry.

energy relative to the best compared isomer or geometry (same formula, charge and spin)	45.9	kcal/mol

Last column: Mulliken charge in e.
Atoms and positions in Å:
1 C -4.08 2.87 -0.60  -0.4098
2 C -4.14 4.33 -0.16  -0.1197
3 O -5.47 4.67 0.18  -0.5760
4 H -3.06 2.62 -0.87  -0.0328
5 H -4.65 2.72 -1.52  0.4317
6 H -4.45 2.19 0.17  -0.0109
7 H -3.84 5.05 -0.92  0.2816
8 H -3.58 4.48 0.77  0.1421
9 H -5.69 4.18 0.98  0.3199
10 C 3.13 -2.23 1.52  -0.2509
11 C 3.37 -3.74 1.79  -0.6492
12 O 2.29 -4.47 1.37  -0.3252
13 H 2.90 -2.12 0.46  -0.2410
14 H 3.90 -1.52 1.82  0.5163
15 H 2.22 -1.89 2.01  0.0029
16 H 3.53 -3.90 2.85  0.3328
17 H 4.28 -4.03 1.25  0.4006
18 H 2.55 -5.38 1.56  0.1796
19 C -0.39 -0.77 -4.39  -0.6022
20 C -1.12 -2.03 -3.90  0.3300
21 O -1.72 -2.70 -4.97  -0.5873
22 H 0.29 -0.37 -3.63  -0.1523
23 H -1.10 -0.02 -4.74  0.2608
24 H 0.21 -1.14 -5.22  0.4579
25 H -1.91 -1.70 -3.22  -0.0454
26 H -0.48 -2.69 -3.31  -0.0240
27 H -1.00 -2.86 -5.58  0.3666
28 C -4.64 -3.38 -1.06  -1.3980
29 C -3.23 -3.89 -1.06  0.1541
30 O -2.56 -3.08 -0.20  -0.2960
31 H -5.32 -3.96 -1.69  0.4637
32 H -4.62 -2.34 -1.36  0.2729
33 H -5.04 -3.38 -0.04  0.1984
34 H -2.76 -3.86 -2.04  0.1955
35 H -3.13 -4.88 -0.61  0.2553
36 H -1.65 -3.39 -0.21  -0.3780
37 C -0.97 3.09 2.41  -0.8700
38 C -2.13 2.14 2.64  0.3468
39 O -1.52 0.90 2.89  -0.5389
40 H -0.20 3.14 3.18  0.3829
41 H -1.35 4.09 2.22  0.3594
42 H -0.37 2.73 1.58  -0.0714
43 H -2.74 2.10 1.74  -0.2929
44 H -2.85 2.43 3.41  0.4533
45 H -2.11 0.24 2.53  0.1139
46 C 0.02 0.97 -0.62  0.6869
47 C -0.39 -0.50 -0.65  0.5385
48 O 0.73 -1.27 -0.96  0.4216
49 H -0.84 1.56 -0.30  -0.1580
50 H 0.38 1.27 -1.61  -0.7985
51 H 0.84 1.15 0.07  -0.1080
52 H -1.19 -0.70 -1.37  -0.2451
53 H -0.71 -0.81 0.35  -0.3105
54 H 0.45 -2.19 -0.89  -0.1686
55 C 2.38 1.83 -4.95  -1.3124
56 C 1.56 2.62 -3.95  0.0781
57 O 2.32 2.64 -2.77  -0.2932
58 H 1.87 1.81 -5.91  0.4042
59 H 2.53 0.78 -4.69  0.1805
60 H 3.38 2.23 -5.11  0.3479
61 H 0.60 2.16 -3.74  0.0794
62 H 1.39 3.64 -4.30  0.4324
63 H 2.50 1.73 -2.49  0.1926
64 C 2.85 1.08 2.48  0.4162
65 C 3.78 1.29 3.67  -0.6096
66 O 4.77 2.17 3.18  -0.5645
67 H 2.45 2.07 2.22  -0.1796
68 H 2.01 0.43 2.72  0.2071
69 H 3.37 0.77 1.57  -0.2734
70 H 4.26 0.36 3.98  0.3286
71 H 3.20 1.71 4.49  0.2787
72 H 4.43 3.06 3.10  0.3641
73 C -0.03 -6.31 -0.36  -1.3633
74 C 0.15 -5.00 -1.16  -0.2706
75 O 0.18 -3.89 -0.29  0.3554
76 H -0.90 -6.32 0.30  0.2320
77 H 0.88 -6.53 0.20  0.2232
78 H -0.17 -7.12 -1.08  0.4713
79 H -0.63 -4.89 -1.91  0.3347
80 H 1.09 -4.99 -1.70  0.4351
81 H 0.84 -4.08 0.38  -0.3726
82 C 5.27 -0.04 -2.59  -1.3463
83 C 4.21 -0.61 -1.59  -0.0635
84 O 2.89 -0.19 -2.06  -0.2254
85 H 5.15 -0.45 -3.60  0.3202
86 H 6.26 -0.41 -2.30  0.4183
87 H 5.22 1.04 -2.70  0.2781
88 H 4.41 -0.23 -0.59  0.1535
89 H 4.21 -1.69 -1.44  0.3878
90 H 2.19 -0.56 -1.52  0.1584
91 C -1.12 -3.28 3.04  -0.3367
92 C -0.25 -4.37 3.60  -0.2987
93 O -1.00 -5.04 4.69  -0.5606
94 H -1.30 -2.60 3.87  0.4580
95 H -2.08 -3.64 2.67  0.1399
96 H -0.60 -2.83 2.20  -0.2445
97 H 0.73 -4.01 3.94  0.2981
98 H -0.10 -5.10 2.81  0.1676
99 H -0.40 -5.67 5.07  0.3019
100 C 2.88 4.44 0.41  -0.7753
101 C 2.46 5.14 1.69  -0.3643
102 O 3.22 4.67 2.78  -0.4768
103 H 2.50 4.98 -0.46  0.3942
104 H 2.61 3.39 0.36  -0.0815
105 H 3.96 4.51 0.26  0.4319
106 H 1.38 5.17 1.84  0.2476
107 H 2.75 6.18 1.54  0.3619
108 H 2.88 5.01 3.61  0.2848
109 C -4.86 -1.87 2.72  -1.2401
110 C -4.57 -0.92 1.54  -0.2585
111 O -3.17 -0.99 1.33  0.5473
112 H -5.93 -1.97 2.85  0.3989
113 H -4.42 -1.59 3.68  0.3657
114 H -4.52 -2.87 2.44  0.1638
115 H -4.74 0.11 1.88  0.3204
116 H -5.20 -1.21 0.71  0.3096
117 H -2.93 -1.77 0.83  -0.0030
118 C -0.05 4.49 -1.48  -0.7521
119 C -0.37 5.79 -0.63  -0.3412
120 O -1.11 6.62 -1.42  -0.5573
121 H -0.89 4.02 -1.99  0.5461
122 H 0.43 3.67 -0.93  0.0405
123 H 0.70 4.75 -2.23  0.3427
124 H 0.51 6.28 -0.22  0.3477
125 H -0.91 5.45 0.26  0.0568
126 H -1.49 7.25 -0.80  0.3561

# 2
Density functional theory data (wB97M-V/def2-TZVPD) for a cluster of 2 separate species, C2H7N4 in total in a non-equilibrium geometry.

net charge	+1
energy relative to the best compared isomer or geometry (same formula, charge and spin)	121.2	kcal/mol

Last column: natural (NBO) charge in e.
Atoms and positions in Å:
1 C -0.51 1.63 -0.81  0.2903
2 C 0.59 0.31 0.78  -0.0685
3 N 0.46 -3.61 1.83  -0.2858
4 N 0.81 -2.57 2.15  -0.0641
5 N -1.01 1.80 -2.05  -0.7120
6 N 0.03 0.51 -0.37  -0.4669
7 H -0.16 2.51 -0.22  0.2220
8 H 1.14 -0.62 0.96  0.2510
9 H 0.86 1.35 1.22  0.2001
10 H 0.85 -4.59 1.90  0.3628
11 H -1.60 2.60 -1.89  0.4323
12 H -1.29 0.95 -2.54  0.4199
13 H -0.18 -0.25 -0.97  0.4188

# 3
Density functional theory data (wB97M-V/def2-TZVPD) for a structure of composition C5H5NO2 in a non-equilibrium geometry.

energy relative to the best compared isomer or geometry (same formula, charge and spin)	73.5	kcal/mol

Last column: natural (NBO) charge in e.
Atoms and positions in Å:
1 C -0.56 0.89 2.84  -0.4850
2 C -0.59 0.40 1.58  0.0886
3 C 0.08 0.22 -0.57  0.7697
4 C 0.24 -1.33 -1.87  -0.0731
5 C 0.71 -0.25 -2.50  -0.0266
6 H -0.01 1.92 2.94  0.2072
7 H -0.80 0.47 3.85  0.2335
8 H -1.00 -0.56 1.14  0.2386
9 H 0.14 -2.37 -2.37  0.2238
10 H 1.34 -0.17 -3.43  0.2314
11 N -0.37 -1.03 -0.65  -0.5503
12 O 0.10 1.09 0.55  -0.4706
13 O 0.72 0.73 -1.50  -0.3873

# 4
Density functional theory data (wB97M-V/def2-TZVPD) for a cluster of 2 separate species, C4H13N3O in total in a non-equilibrium geometry.

SMILES	N/C=N\CCCN.O
energy relative to the best compared isomer or geometry (same formula, charge and spin)	44.6	kcal/mol

Last column: natural (NBO) charge in e.
Atoms and positions in Å:
1 N -1.66 -1.46 -0.32  -0.8370
2 C -1.78 -0.61 -1.41  0.2741
3 N -1.02 0.33 -1.81  -0.4803
4 C 0.10 0.82 -0.98  -0.2696
5 C 1.17 -0.21 -0.66  -0.4522
6 C 1.78 -0.10 0.73  -0.1788
7 N 2.40 1.20 1.00  -0.8416
8 H -2.53 -1.91 -0.05  0.3826
9 H -1.37 -0.94 0.50  0.3865
10 H -2.54 -0.85 -2.15  0.1643
11 H 0.43 1.67 -1.56  0.2085
12 H -0.28 1.33 -0.08  0.1606
13 H 1.99 -0.04 -1.36  0.2044
14 H 0.84 -1.23 -0.87  0.2297
15 H 2.56 -0.85 0.83  0.2047
16 H 1.02 -0.21 1.50  0.1373
17 H 1.83 2.03 1.00  0.3585
18 H 3.11 1.34 0.30  0.3507
19 O -1.13 -0.11 2.37  -0.9294
20 H -0.32 -0.06 1.84  0.4521
21 H -1.32 0.82 2.53  0.4750

# 5
Density functional theory data (wB97M-V/def2-TZVPD) for a cluster of 2 separate species, C15H34B2N2O4P in total.

net charge	-1
electronic energy	-37921.0071	eV

Last column: natural (NBO) charge in e.
Atoms and positions in Å:
1 C -4.84 -0.70 0.77  -0.6303
2 C -3.90 0.51 0.68  -0.0497
3 O -3.03 0.33 -0.41  -0.7555
4 B -2.18 1.35 -0.91  1.0322
5 O -2.74 2.63 -0.92  -0.9307
6 B -0.58 0.99 -1.42  -0.3767
7 C 0.44 1.19 -0.14  -0.5968
8 C 0.59 2.64 0.34  -0.4306
9 C 1.08 2.86 1.78  -0.0571
10 O 1.71 1.67 2.31  -0.4943
11 C 2.01 1.53 3.60  0.8061
12 C 1.93 2.73 4.53  -0.7432
13 O 2.39 0.46 4.02  -0.6080
14 C -0.44 -0.57 -1.91  -0.4184
15 N -0.67 -1.54 -0.81  -0.6422
16 C -1.61 -2.60 -1.09  -0.3957
17 P -0.10 2.28 -2.86  0.5360
18 C -1.39 1.94 -4.15  -0.9255
19 C 1.31 1.45 -3.73  -0.9304
20 H -4.68 -1.33 -0.10  0.2292
21 H -4.66 -1.29 1.67  0.2008
22 H -5.89 -0.40 0.79  0.1915
23 H -4.49 1.44 0.59  0.1294
24 H -3.31 0.60 1.60  0.1630
25 H -3.68 2.62 -0.71  0.4574
26 H 1.44 0.81 -0.42  0.1833
27 H 0.10 0.55 0.68  0.2124
28 H 1.27 3.18 -0.33  0.2035
29 H -0.37 3.15 0.25  0.2177
30 H 1.82 3.67 1.82  0.1640
31 H 0.25 3.13 2.44  0.1624
32 H 1.42 3.59 4.12  0.2194
33 H 2.96 3.01 4.77  0.2351
34 H 1.45 2.41 5.45  0.2350
35 H 0.58 -0.73 -2.30  0.1689
36 H -1.12 -0.83 -2.74  0.1687
37 H 0.21 -1.96 -0.55  0.3400
38 H -2.63 -2.29 -0.86  0.1789
39 H -1.38 -3.48 -0.47  0.1729
40 H -1.58 -2.94 -2.14  0.1515
41 H -2.32 2.43 -3.85  0.2185
42 H -1.08 2.37 -5.11  0.1999
43 H -1.59 0.88 -4.30  0.1978
44 H 1.71 2.10 -4.51  0.1998
45 H 2.11 1.24 -3.02  0.2126
46 H 1.03 0.50 -4.20  0.2006
47 C 1.74 -2.77 1.72  -0.6154
48 C 2.87 -3.79 1.71  -0.3758
49 C 3.71 -3.74 0.43  -0.5093
50 C 2.90 -4.01 -0.76  0.2860
51 N 2.20 -4.12 -1.67  -0.3316
52 H 1.03 -2.96 0.91  0.2109
53 H 1.19 -2.80 2.66  0.2182
54 H 2.12 -1.75 1.59  0.2292
55 H 2.47 -4.80 1.84  0.1969
56 H 3.54 -3.61 2.55  0.2047
57 H 4.52 -4.47 0.46  0.2352
58 H 4.15 -2.75 0.31  0.2477

# 6
Density functional theory data (wB97M-V/def2-TZVPD) for a cluster of 8 separate species, H16O8 in total in a non-equilibrium geometry.

net charge	-1
spin multiplicity	2
energy relative to the best compared isomer or geometry (same formula, charge and spin)	4.0	kcal/mol

Last column: Löwdin spin population.
Atoms and positions in Å:
1 O 0.39 -0.31 0.12  0.0863
2 H -0.08 0.45 0.48  0.0300
3 H -0.29 -0.98 0.01  0.0279
4 O 3.07 -0.41 -0.18  0.0239
5 H 3.33 -0.33 0.74  0.0043
6 H 2.13 -0.27 -0.17  0.0064
7 O -2.03 -1.14 -2.94  0.0784
8 H -1.42 -1.61 -3.51  0.0174
9 H -2.04 -1.63 -2.12  0.0266
10 O -1.78 -2.33 -0.24  0.2561
11 H -2.27 -2.34 0.59  0.1042
12 H -1.97 -3.18 -0.63  0.0821
13 O -1.04 3.65 -0.18  0.0507
14 H -1.29 2.79 -0.52  0.0246
15 H -0.70 4.12 -0.94  0.0106
16 O -0.55 0.89 3.88  0.0491
17 H -0.08 1.27 3.13  0.0053
18 H -0.74 -0.01 3.61  0.0235
19 O 2.09 -2.83 -2.12  0.0379
20 H 1.79 -2.30 -1.38  0.0109
21 H 1.94 -2.27 -2.88  0.0071
22 O 0.45 2.58 1.93  0.0256
23 H 1.16 3.21 2.09  0.0056
24 H -0.08 2.99 1.24  0.0053

Copy entry 6 word for word.
Density functional theory data (wB97M-V/def2-TZVPD) for a cluster of 8 separate species, H16O8 in total in a non-equilibrium geometry.

net charge	-1
spin multiplicity	2
energy relative to the best compared isomer or geometry (same formula, charge and spin)	4.0	kcal/mol

Last column: Löwdin spin population.
Atoms and positions in Å:
1 O 0.39 -0.31 0.12  0.0863
2 H -0.08 0.45 0.48  0.0300
3 H -0.29 -0.98 0.01  0.0279
4 O 3.07 -0.41 -0.18  0.0239
5 H 3.33 -0.33 0.74  0.0043
6 H 2.13 -0.27 -0.17  0.0064
7 O -2.03 -1.14 -2.94  0.0784
8 H -1.42 -1.61 -3.51  0.0174
9 H -2.04 -1.63 -2.12  0.0266
10 O -1.78 -2.33 -0.24  0.2561
11 H -2.27 -2.34 0.59  0.1042
12 H -1.97 -3.18 -0.63  0.0821
13 O -1.04 3.65 -0.18  0.0507
14 H -1.29 2.79 -0.52  0.0246
15 H -0.70 4.12 -0.94  0.0106
16 O -0.55 0.89 3.88  0.0491
17 H -0.08 1.27 3.13  0.0053
18 H -0.74 -0.01 3.61  0.0235
19 O 2.09 -2.83 -2.12  0.0379
20 H 1.79 -2.30 -1.38  0.0109
21 H 1.94 -2.27 -2.88  0.0071
22 O 0.45 2.58 1.93  0.0256
23 H 1.16 3.21 2.09  0.0056
24 H -0.08 2.99 1.24  0.0053

Number 5 is which compound? C15H34B2N2O4P